C30H101B3O15PtSr | ωB97M-V/def2-TZVPD

ORCA input file:
```
! wB97M-V def2-TZVPD RIJCOSX def2/J DEFGRID3
* xyz 0 3
Pt 12.601 -8.453 -19.843
Sr 13.402 -4.666 -19.140
O 9.740 -2.806 -26.114
O 11.722 -3.569 -17.264
O 7.617 -3.506 -24.347
O 14.692 -4.362 -16.984
O 12.213 -2.564 -19.882
O 10.892 -8.741 -18.137
O 11.385 -9.318 -21.560
O 16.333 -4.246 -26.553
O 8.459 -6.437 -25.896
O 12.326 -10.005 -24.369
O 14.286 -8.156 -21.412
O 13.387 -8.157 -15.339
O 11.713 -6.487 -20.349
O 16.522 -3.926 -23.284
O 9.977 -1.788 -18.561
C 8.767 -7.774 -17.908
C 12.089 -11.359 -23.989
C 10.914 -2.996 -25.407
C 9.127 -9.191 -22.138
C 18.797 -3.619 -22.589
C 13.234 -1.252 -21.696
C 12.878 -1.378 -20.199
C 10.704 -5.094 -22.386
C 17.880 -4.326 -23.598
C 15.478 -3.670 -15.937
C 11.394 -3.623 -15.902
C 14.385 -7.200 -23.567
C 9.431 -7.420 -25.766
C 8.894 -2.491 -19.216
C 10.751 -5.018 -15.537
C 10.787 -5.581 -20.933
C 14.978 -4.138 -26.784
C 14.002 -9.978 -13.768
C 14.763 -3.981 -28.290
C 6.819 -4.603 -22.288
C 10.990 -11.958 -24.802
C 7.831 -2.351 -18.039
C 13.894 -9.472 -15.215
C 15.864 -4.609 -14.721
C 14.634 -6.955 -22.065
C 8.808 -8.819 -25.918
C 10.174 -9.914 -21.326
C 10.262 -7.656 -17.542
C 11.628 -1.674 -25.390
C 7.332 -4.726 -23.718
B 13.120 -10.700 -19.492
B 15.626 -3.884 -20.169
B 13.769 -7.212 -18.029
H 16.443 -4.364 -25.607
H 15.113 -5.219 -16.889
H 9.766 -5.731 -20.583
H 11.453 -3.901 -25.687
H 11.325 -2.332 -19.602
H 14.880 -2.831 -15.583
H 9.274 -8.955 -23.193
H 16.140 -5.628 -14.991
H 13.958 -7.018 -19.074
H 13.847 -1.497 -19.715
H 14.743 -7.151 -17.568
H 14.249 -11.038 -13.829
H 18.904 -2.571 -22.868
H 18.429 -3.671 -21.565
H 12.461 -0.511 -19.687
H 11.212 -11.923 -25.869
H 14.835 -9.639 -15.740
H 12.315 -3.619 -15.319
H 16.826 -4.204 -14.409
H 14.434 -3.337 -26.282
H 12.873 -10.006 -25.158
H 15.173 -4.805 -28.875
H 14.787 -4.067 -20.823
H 19.781 -4.087 -22.548
H 15.107 -4.544 -13.939
H 10.392 -7.679 -16.460
H 14.827 -9.460 -13.279
H 11.038 -2.999 -17.624
H 15.066 -8.704 -21.520
H 10.282 -10.983 -21.505
H 11.077 -0.930 -24.814
H 10.605 -5.202 -14.472
H 13.432 -8.237 -18.051
H 6.927 -2.715 -18.527
H 12.392 -1.073 -22.364
H 8.983 -2.779 -25.525
H 8.187 -5.399 -23.774
H 18.028 -5.403 -23.517
H 8.930 -8.184 -21.769
H 9.836 -0.849 -18.702
H 7.677 -4.419 -21.642
H 16.059 -4.832 -19.893
H 16.352 -3.151 -16.332
H 6.350 -5.571 -22.110
H 12.077 -10.431 -19.428
H 13.806 -2.096 -22.080
H 13.075 -6.554 -17.530
H 7.685 -1.334 -17.675
H 13.547 -7.861 -16.238
H 14.757 -6.276 -24.009
H 14.428 -5.029 -26.481
H 6.585 -5.153 -24.386
H 5.998 -3.902 -22.137
H 8.644 -1.855 -20.064
H 9.565 -9.513 -25.553
H 15.312 -3.331 -19.297
H 8.232 -8.664 -17.579
H 16.463 -3.986 -22.328
H 11.857 -11.504 -22.934
H 13.472 -10.093 -20.312
H 13.982 -0.510 -21.974
H 8.482 -8.950 -26.950
H 9.992 -11.522 -24.764
H 11.550 -9.495 -22.489
H 8.022 -3.062 -17.235
H 10.790 -13.023 -24.684
H 13.331 -7.410 -23.753
H 13.725 -3.935 -28.619
H 15.284 -3.168 -28.796
H 10.715 -6.765 -17.976
H 9.902 -7.218 -24.804
H 12.995 -11.914 -24.233
H 8.653 -7.628 -18.983
H 8.165 -9.680 -21.990
H 13.311 -10.079 -15.908
H 10.406 -5.807 -23.155
H 6.765 -3.065 -24.389
H 10.126 -7.215 -26.580
H 9.776 -5.140 -16.008
H 9.961 -4.319 -22.580
H 16.309 -3.313 -20.779
H 9.900 -9.889 -20.271
H 10.822 -2.720 -15.688
H 8.977 -5.630 -25.873
H 10.823 -4.700 -20.292
H 7.963 -8.912 -25.236
H 13.178 -9.821 -13.071
H 11.661 -4.703 -22.729
H 10.760 -3.403 -24.407
H 8.233 -6.903 -17.529
H 13.636 -10.493 -18.567
H 11.346 -5.788 -16.027
H 14.953 -8.008 -24.028
H 9.071 -3.524 -19.516
H 11.881 -1.360 -26.402
H 18.237 -4.099 -24.602
H 10.936 -9.416 -17.455
H 14.068 -6.068 -21.778
H 15.687 -6.729 -21.892
H 12.540 -1.634 -24.794
H 13.234 -11.757 -19.675
*
```

LUMO (spin up / spin down) ... -0.2 / -0.2 eV
Kohn-Sham gap (spin up / spin down) ... 7.367 / 7.555 eV
HOMO (spin up / spin down) ... -7.61 / -7.80 eV
Energy ... -69558.114 eV

Atom charges from the Löwdin analysis, given in e for atoms 1 to 4: 1.22, 1.48, -0.06, -0.15

=====

C23H23N3O3 | ωB97M-V/def2-TZVPD

ORCA input file:
```
! wB97M-V def2-TZVPD RIJCOSX def2/J DEFGRID3
* xyz 0 1
O -3.938 -1.528 -0.790
O 0.372 -0.036 -2.036
O 0.535 -0.660 2.470
N 0.266 -0.649 0.169
N -4.022 -1.562 0.565
N 1.218 1.083 1.140
C 0.666 -0.119 1.403
C -1.138 2.298 -0.180
C -1.879 -1.788 -0.041
C 0.286 2.642 -0.527
C -0.396 -1.936 0.042
C 2.624 1.640 -0.816
C -2.028 1.913 -1.174
C 4.996 -1.749 0.307
C -3.736 1.528 0.467
C -3.321 1.540 -0.854
C -2.330 -1.663 -2.607
C 4.268 -1.768 -0.871
C -2.813 -1.715 1.034
C 3.523 -0.665 -1.246
C 1.203 1.429 -0.257
C -2.657 -1.657 -1.162
C 4.235 0.485 0.729
C -1.566 2.298 1.142
C 0.567 0.179 -0.865
C -2.854 1.908 1.464
C 4.982 -0.618 1.104
C 3.496 0.472 -0.447
C -2.539 -1.827 2.486
H 0.361 2.899 -1.584
H -0.014 -2.416 -0.863
H 4.280 -2.646 -1.500
H 3.031 2.568 -0.410
H 2.955 -0.684 -2.165
H 0.639 3.487 0.069
H -2.156 -2.683 -2.950
H -3.160 -1.245 -3.169
H 5.575 -2.612 0.601
H -4.738 1.217 0.718
H 5.551 -0.594 2.021
H -2.379 -2.872 2.749
H -1.703 1.903 -2.204
H -0.892 2.609 1.927
H -3.169 1.901 2.497
H -1.429 -1.080 -2.784
H 2.547 1.730 -1.900
H 4.233 1.367 1.353
H -3.390 -1.453 3.047
H 1.607 1.668 1.859
H -0.121 -2.516 0.926
H -4.007 1.250 -1.635
H -1.641 -1.273 2.751
*
```

Energy relative to the best compared isomer or geometry (same formula, charge and spin) ... 2.41 kcal/mol
LUMO ... 0.6 eV
Kohn-Sham gap ... 9.535 eV
HOMO ... -8.95 eV
Energy ... -34838.522 eV
SMILES ... Cc1noc(C)c1CN1C(=O)NC(Cc2ccccc2)(Cc2ccccc2)C1=O

Atom charges from the Löwdin analysis, given in e for atoms 1 to 4: 0.00, 0.11, 0.10, 0.11